A molecular structure, C32H44N2O5SSiSn, computed with the ωB97M-V functional and the def2-TZVPD basis.

Geometry as ORCA input:
```
! wB97M-V def2-TZVPD RIJCOSX def2/J DEFGRID3
* xyz 0 1
Sn -0.69 0.00 -0.24
C 3.42 0.90 -0.92
O 2.51 -0.05 -0.41
C 3.16 -1.16 0.17
C 2.12 -2.17 0.60
O 1.01 -1.60 1.30
C 1.23 -1.19 2.64
C 1.85 0.18 2.82
O 1.07 1.13 2.15
C 1.66 2.41 2.12
H 4.08 0.46 -1.68
H 2.84 1.71 -1.36
H 4.05 1.31 -0.12
H 3.81 -1.65 -0.57
H 3.80 -0.84 1.00
H 1.70 -2.64 -0.28
H 2.59 -2.94 1.22
H 0.24 -1.19 3.11
H 1.85 -1.94 3.14
H 1.87 0.40 3.90
H 2.89 0.20 2.46
H 1.60 2.90 3.11
H 1.11 3.01 1.40
H 2.71 2.35 1.82
C -2.78 -1.58 -0.06
C -3.29 -0.34 -0.52
C -3.32 0.55 0.58
C -2.80 -0.12 1.70
C -2.44 -1.43 1.30
H -2.73 -2.49 -0.65
H -3.69 -0.15 -1.51
H -3.68 1.57 0.55
H -2.68 0.30 2.69
H -2.04 -2.20 1.94
O -0.20 -1.24 -1.94
Si -0.21 -2.63 -2.77
C 0.16 -4.15 -1.74
C 1.08 -5.13 -2.14
C 1.30 -6.28 -1.38
C 0.58 -6.47 -0.20
C -0.34 -5.51 0.22
C -0.54 -4.37 -0.55
C -1.88 -2.92 -3.56
C -2.77 -1.85 -3.73
C -4.02 -2.04 -4.32
C -4.41 -3.31 -4.74
C -3.54 -4.39 -4.57
C -2.29 -4.19 -3.99
C 1.10 -2.54 -4.12
C 2.15 -1.61 -4.00
C 3.13 -1.50 -4.98
C 3.10 -2.32 -6.10
C 2.07 -3.25 -6.24
C 1.08 -3.35 -5.27
H 1.66 -4.98 -3.05
H 2.02 -7.02 -1.71
H 0.75 -7.36 0.39
H -0.89 -5.66 1.14
H -1.25 -3.62 -0.20
H -2.49 -0.86 -3.39
H -4.70 -1.20 -4.43
H -5.38 -3.46 -5.18
H -3.84 -5.38 -4.89
H -1.63 -5.04 -3.84
H 2.18 -0.98 -3.11
H 3.93 -0.78 -4.86
H 3.86 -2.23 -6.86
H 2.04 -3.89 -7.12
H 0.28 -4.07 -5.41
N 0.86 3.07 -3.68
C 0.28 1.99 -3.07
N -0.03 0.92 -3.84
O 0.07 1.99 -1.84
H 0.84 3.17 -4.68
H 0.90 3.92 -3.14
H 0.37 0.84 -4.76
H -0.12 0.06 -3.30
C -2.49 4.20 -0.71
S -1.36 3.69 0.60
C -2.39 3.95 2.06
H -2.46 5.27 -0.88
H -3.51 3.90 -0.45
H -2.19 3.67 -1.61
H -3.39 3.55 1.90
H -2.46 5.01 2.33
H -1.93 3.40 2.88
*
```

## Properties
E   -2633.53210 Eh
Gap between HOMO and LUMO   8.0 eV
Lowest unoccupied orbital energy   0.46 eV